{"formula": "C30H34GeN4SSiV", "method": "ωB97M-V/def2-TZVPD", "elements": ["V", "N", "C", "S", "N", "N", "C", "C", "C", "C", "C", "C", "N", "H", "H", "H", "H", "H", "H", "H", "C", "Ge", "C", "C", "C", "C", "C", "C", "C", "C", "C", "C", "C", "C", "C", "C", "C", "C", "C", "C", "H", "H", "H", "H", "H", "H", "H", "H", "H", "H", "H", "H", "H", "H", "H", "H", "C", "Si", "C", "C", "C", "H", "H", "H", "H", "H", "H", "H", "H", "H", "H", "H"], "xyz": [[-0.269200, 0.186400, 0.119000], [3.012600, 1.703200, 2.600400], [2.026100, 1.060900, 1.983700], [1.137100, 1.890900, 0.753600], [1.711300, -0.175200, 2.305800], [0.799100, -0.699600, 1.530700], [0.188700, -1.799400, 1.831900], [-0.696500, -2.334700, 0.837700], [-1.491100, -3.471600, 1.034800], [-2.289500, -3.910000, -0.002600], [-2.262300, -3.224900, -1.214900], [-1.452800, -2.106500, -1.330800], [-0.706600, -1.663300, -0.329800], [3.216000, 2.651000, 2.333600], [3.538300, 1.268800, 3.339700], [0.372700, -2.313100, 2.772200], [-1.477600, -3.978200, 1.987400], [-2.924200, -4.773600, 0.120400], [-2.861900, -3.547700, -2.050400], [-1.407700, -1.537000, -2.254700], [-0.092900, 0.857400, -1.543900], [1.581800, 1.326200, -2.454800], [3.079000, 0.193000, -1.817100], [4.226500, 0.745100, -1.265300], [5.336000, -0.041100, -1.012100], [5.308000, -1.394500, -1.305800], [4.154800, -1.965600, -1.821100], [3.049200, -1.172800, -2.075700], [1.354400, 1.078300, -4.411700], [2.318400, 0.459500, -5.194000], [2.172200, 0.396100, -6.568800], [1.060200, 0.952700, -7.176800], [0.089400, 1.569800, -6.405100], [0.241900, 1.633000, -5.032000], [1.975300, 3.264700, -2.219700], [3.123500, 3.733000, -2.846700], [3.447000, 5.076500, -2.805600], [2.605600, 5.966600, -2.161000], [1.452400, 5.509200, -1.546300], [1.141000, 4.158900, -1.564500], [-0.975400, 1.051600, -2.155400], [4.251900, 1.806200, -1.059200], [6.229700, 0.404700, -0.601400], [6.184100, -2.002300, -1.143100], [4.125800, -3.023400, -2.047700], [2.150100, -1.598900, -2.512000], [3.190900, 0.027600, -4.721200], [2.930200, -0.084600, -7.168000], [0.949700, 0.908000, -8.248800], [-0.781000, 2.005300, -6.873500], [-0.508400, 2.131700, -4.430000], [3.763600, 3.040400, -3.378200], [4.342200, 5.431700, -3.294300], [2.847400, 7.018600, -2.144900], [0.786700, 6.211400, -1.067100], [0.251600, 3.795200, -1.063700], [-1.702000, 3.958500, 1.412900], [-2.697800, 2.680400, 0.405600], [-2.688800, 2.931400, -1.489800], [-4.515800, 2.787500, 0.977000], [-2.019200, 0.925800, 0.786100], [-1.932300, 4.967300, 1.087500], [-0.627900, 3.820400, 1.331800], [-1.961900, 3.894000, 2.465500], [-3.339300, 3.753500, -1.767900], [-3.060200, 2.043100, -1.998500], [-1.700700, 3.155000, -1.879500], [-4.830400, 3.824500, 0.958300], [-4.660900, 2.423200, 1.988500], [-5.181300, 2.232900, 0.323700], [-2.741000, 0.181700, 0.422700], [-1.919600, 0.810200, 1.872300]], "atomic_forces_ev_per_a": [[-1.14, 3.91, -1.98], [-0.09, -0.09, 0.00], [-0.41, -0.06, -0.18], [0.17, 0.05, -0.01], [1.31, -0.23, 1.55], [-0.19, -0.70, -0.09], [0.78, 0.10, 0.90], [-0.80, -1.23, -0.14], [0.45, 0.51, 0.10], [0.04, 0.23, -0.31], [0.14, 0.02, 0.17], [-0.52, -0.30, -0.77], [-0.06, -1.22, 0.28], [0.03, -0.01, 0.08], [0.02, -0.11, -0.02], [0.02, 0.08, -0.07], [0.03, -0.03, 0.07], [-0.04, -0.09, 0.03], [-0.01, 0.00, -0.09], [0.00, -0.03, 0.15], [0.33, -0.51, 0.36], [0.68, 0.22, -0.43], [-0.58, 0.41, -0.32], [-0.11, 0.22, -0.02], [0.13, -0.03, 0.08], [-0.03, -0.04, 0.03], [0.00, -0.19, -0.03], [-0.26, 0.05, -0.09], [0.01, 0.00, 0.77], [0.13, -0.09, 0.21], [0.07, -0.03, -0.14], [-0.01, -0.03, -0.01], [-0.10, 0.05, -0.05], [-0.11, 0.04, 0.17], [-0.21, -0.90, -0.04], [0.00, -0.15, -0.02], [0.09, 0.09, -0.08], [0.03, 0.07, 0.01], [-0.16, 0.06, 0.05], [0.03, -0.04, -0.06], [-0.28, 0.17, 0.26], [0.09, 0.12, 0.05], [0.09, 0.03, 0.03], [0.09, -0.08, 0.06], [0.02, -0.02, 0.00], [0.08, -0.15, -0.03], [0.09, -0.06, -0.03], [0.09, -0.05, -0.07], [-0.01, -0.01, -0.12], [-0.06, 0.05, -0.04], [-0.12, 0.09, -0.03], [0.10, -0.01, -0.07], [0.08, 0.03, -0.03], [0.00, 0.09, 0.01], [-0.05, 0.05, 0.11], [-0.07, 0.12, -0.01], [-0.25, -0.50, -0.58], [-0.16, 0.13, 0.01], [0.12, 0.03, 0.76], [0.76, -0.20, -0.22], [0.26, -0.01, -0.23], [-0.11, 0.22, -0.11], [0.08, 0.00, -0.05], [-0.11, -0.10, 0.18], [-0.16, 0.20, 0.00], [-0.08, -0.14, 0.00], [0.15, 0.05, -0.06], [-0.06, 0.29, -0.03], [0.05, -0.08, 0.21], [-0.09, -0.14, -0.16], [-0.11, -0.06, 0.01], [-0.04, -0.07, 0.10]], "e_above_lowest_kcal_mol": 0.0, "homo_energy_ha": [-0.410, -0.410], "e_tot_ev": -138532.0261, "max_force_ev_per_a": 4.5, "homo_lumo_gap_ev": [6.62, 6.62], "charge": 1}